# 1
Below is a gas-phase ion, C7H13N5O3 (charge +2), with properties calculated with ωB97M-V with the def2-TZVPD basis set.

```
28
C7H13N5O3 | the Open Molecules 2025 dataset | ωB97M-V with the def2-TZVPD basis set
C 2.800 1.568 0.296
C 1.279 1.550 -0.092
N 0.575 0.416 0.583
O 1.156 -0.862 0.370
C 0.090 -1.628 0.169
C 0.257 -3.065 0.388
O -0.402 -1.294 -1.361
C -1.160 -0.293 -1.603
N -1.719 -0.232 -2.782
C -1.756 0.605 -0.590
C -0.951 0.214 0.697
N -1.443 0.907 1.884
N -0.634 1.003 2.894
N 0.455 0.783 3.064
O -0.977 -1.226 0.834
H 2.891 1.443 1.366
H 3.399 0.745 -0.185
H 3.245 2.336 -0.369
H 1.198 1.267 -1.113
H 0.997 2.527 0.112
H 0.424 -3.196 1.492
H -0.560 -3.591 0.065
H 1.134 -3.305 -0.287
H -2.288 0.644 -2.977
H -1.294 -0.742 -3.648
H -1.446 1.548 -0.695
H -2.832 0.676 -0.416
H -2.438 1.201 1.905
```

## Properties
- SMILES = CCN1O[C@]2(C)OC(=[NH2+])C[C@@]1(N[N+]#N)O2
- net charge = +2
- frontier orbital gap (alpha / beta) (eV) = 7.7686 / 7.7694
- HOMO level (alpha / beta) (eV) = -17.610 / -17.611

=====

# 2
Below is a gas-phase ion, C7H13N6 (charge +1), with properties calculated with ωB97M-V with the def2-TZVPD basis set.

```
26
C7H13N6 | the Open Molecules 2025 dataset | ωB97M-V with the def2-TZVPD basis set
C 1.576 2.632 1.390
N 0.453 2.067 1.271
C -0.557 1.311 1.569
N -1.223 0.447 0.838
C -2.512 -0.088 1.251
N -0.738 -0.127 -0.393
C -0.698 0.969 -1.404
C 0.485 -0.704 -0.252
N 1.347 -0.337 0.678
C 2.337 -1.230 0.521
N 2.144 -2.048 -0.432
N 0.978 -1.758 -0.984
C 0.436 -2.307 -2.156
H 1.634 3.548 0.857
H 2.436 2.255 1.887
H -1.332 1.620 2.366
H -3.343 0.602 1.151
H -2.640 -1.069 0.723
H -2.386 -0.363 2.244
H 0.084 1.554 -1.161
H -0.758 0.303 -2.340
H -1.627 1.501 -1.356
H 3.141 -1.306 1.265
H 0.942 -3.337 -2.281
H -0.683 -2.317 -2.166
H 0.503 -1.820 -3.087
```

## Properties
- SMILES = C=N/C=[N+](/C)N(C)c1ncnn1C
- net charge = +1
- frontier orbital gap (eV) = 8.7431
- HOMO level (eV) = -12.846

=====

# 3
Below is a molecular structure, C7H13N6O, with properties calculated with ωB97M-V with the def2-TZVPD basis set.

```
27
C7H13N6O | the Open Molecules 2025 dataset | ωB97M-V with the def2-TZVPD basis set
C 1.165 2.370 -0.067
C -1.397 1.790 1.132
C -0.857 2.999 1.285
C 0.459 3.356 0.686
C -1.266 4.368 1.797
C 0.865 1.033 -0.150
C 0.573 -2.949 -1.549
N -0.312 5.195 1.621
N -0.230 0.525 0.344
N 0.614 4.647 0.814
N -2.263 4.630 2.634
N 1.224 -4.234 -1.789
N -0.412 -3.020 -0.488
O 1.424 -1.907 -1.341
H 2.060 2.639 -0.537
H -2.398 1.430 1.389
H 1.493 0.540 -0.855
H -0.093 -2.817 -2.482
H -0.642 -0.472 0.210
H 1.464 5.155 0.544
H -2.949 3.993 2.544
H -2.389 5.572 2.744
H 2.058 -4.270 -1.287
H 0.581 -5.032 -1.638
H -0.080 -3.815 0.165
H -1.418 -3.268 -0.920
H 1.916 -2.111 -0.488
```

## Properties
- net charge = +1
- frontier orbital gap (eV) = 7.3868
- HOMO level (eV) = -11.863

=====

# 4
Below is a single C7H13NO molecule, with properties calculated with ωB97M-V with the def2-TZVPD basis set.

```
22
C7H13NO | the Open Molecules 2025 dataset | ωB97M-V with the def2-TZVPD basis set
C 0.161 1.766 -2.531
C 0.157 0.789 -1.466
N -0.551 -0.213 -1.218
C 0.278 -1.059 -0.171
C -0.288 -0.809 1.233
C -0.125 0.632 1.622
C -1.713 -1.323 1.398
C 1.674 -0.441 -0.295
O 1.423 0.762 -0.884
H 0.053 2.769 -2.218
H -0.713 1.566 -3.131
H 1.016 1.733 -3.094
H 0.130 -2.125 -0.626
H 0.352 -1.356 1.952
H 0.562 1.417 1.076
H -1.070 1.178 1.834
H 0.406 0.578 2.572
H -2.286 -1.100 2.363
H -1.628 -2.420 1.305
H -2.319 -1.039 0.441
H 2.323 -1.088 -0.888
H 2.159 -0.218 0.727
```

## Properties
- SMILES = CC1=N[C@H](C(C)C)CO1
- frontier orbital gap (eV) = 10.4068
- HOMO level (eV) = -9.421

=====

# 5
Below is a molecular structure, C7H13NO, with properties calculated with ωB97M-V with the def2-TZVPD basis set.

```
22
C7H13NO | the Open Molecules 2025 dataset | ωB97M-V with the def2-TZVPD basis set
C 0.601 1.349 -0.595
C 0.547 -0.146 -0.621
C 0.667 1.924 -1.858
C -0.247 -0.472 1.929
C -1.758 -1.196 0.177
C 1.813 -0.905 -0.296
N -0.672 -0.303 0.545
C -1.066 1.390 0.324
O -2.156 1.639 -0.025
H 1.270 1.760 0.159
H 0.058 -0.505 -1.526
H -0.019 1.606 -2.631
H 1.106 2.899 -1.999
H 0.120 -1.487 2.109
H -1.087 -0.264 2.597
H 0.549 0.234 2.159
H -1.445 -2.243 0.232
H -2.608 -1.038 0.842
H -2.088 -0.967 -0.837
H 2.534 -0.751 -1.098
H 1.617 -1.975 -0.213
H 2.263 -0.548 0.628
```

## Properties
- frontier orbital gap (eV) = 7.3077
- HOMO level (eV) = -6.644

=====

# 6
Below is a molecular structure, C7H13NO, with properties calculated with ωB97M-V with the def2-TZVPD basis set.

```
22
C7H13NO | the Open Molecules 2025 dataset | ωB97M-V with the def2-TZVPD basis set
C -1.701 0.301 0.811
C -0.405 1.838 -0.606
C 2.194 0.178 -0.253
N -0.731 0.457 -0.269
C -0.179 -0.634 -1.029
C 0.926 -0.535 0.132
C -0.909 -1.531 -1.666
C 0.921 -1.401 1.171
O -1.180 0.746 2.034
H -0.415 0.184 2.241
H -2.566 0.936 0.592
H -1.998 -0.752 0.855
H -1.312 2.309 -0.984
H -0.062 2.373 0.287
H 0.351 1.862 -1.385
H 3.056 -0.393 0.091
H 2.236 1.169 0.209
H 2.281 0.300 -1.334
H -1.957 -1.351 -1.887
H -0.441 -2.406 -2.092
H 0.042 -1.965 1.442
H 1.849 -1.685 1.642
```

## Properties
- frontier orbital gap (eV) = 7.9613
- HOMO level (eV) = -7.137

=====

# 7
Below is 3 unconnected molecules or ions with the total composition C7H13NO, with properties calculated with ωB97M-V with the def2-TZVPD basis set.

```
22
C7H13NO | the Open Molecules 2025 dataset | ωB97M-V with the def2-TZVPD basis set
C -0.078 0.431 0.566
C -0.263 -0.417 -0.424
C -1.223 0.741 -0.346
C 1.496 0.902 -1.264
C 0.647 0.822 1.780
C 1.163 0.740 -2.716
C -1.736 -1.469 1.354
N -1.209 -2.547 1.993
O -2.912 -1.180 1.394
H 0.018 -1.333 -0.910
H -0.230 -2.754 1.915
H -1.799 -3.182 2.525
H -1.127 1.557 -1.056
H -2.232 0.550 0.013
H 2.332 0.322 -0.885
H 1.475 1.920 -0.887
H 0.983 1.858 1.703
H -0.038 0.761 2.629
H 1.504 0.173 1.961
H 1.901 1.234 -3.365
H 0.193 1.182 -2.963
H 1.135 -0.311 -3.016
```

## Properties
- frontier orbital gap (alpha / beta) (eV) = 6.6768 / 7.9704
- HOMO level (alpha / beta) (eV) = -6.404 / -7.134

=====

# 8
Below is a molecular structure, C7H13NO, with properties calculated with ωB97M-V with the def2-TZVPD basis set.

```
22
C7H13NO | the Open Molecules 2025 dataset | ωB97M-V with the def2-TZVPD basis set
C -1.114 -0.815 -0.291
C -1.445 -2.261 0.028
C 1.765 0.916 1.349
C -0.132 2.206 0.225
C -0.027 -0.693 -1.377
C 0.759 0.925 0.235
C 0.988 0.204 -0.929
O -0.615 -0.217 0.912
N -0.123 -1.477 -2.379
H -1.273 0.399 1.282
H -2.008 -0.278 -0.633
H 0.611 -1.345 -3.071
H 2.006 -0.104 -1.140
H -0.574 -2.732 0.477
H -2.279 -2.318 0.725
H -1.691 -2.783 -0.891
H 1.329 1.306 2.265
H 2.114 -0.098 1.526
H 0.536 3.007 -0.099
H -0.517 2.490 1.204
H -0.934 2.133 -0.508
H 2.625 1.534 1.089
```

## Properties
- frontier orbital gap (eV) = 7.6854
- HOMO level (eV) = -7.195

=====

Let's list energy above the lowest of the compared OMol25 structures with the same formula, charge and spin in order: 3.1583 0.3210 3.2758 1.8915 4.3988 4.5951 6.9167 3.1340 eV.